Formula: C20H45LuN2P3S2
Source: the Open Molecules 2025 dataset
Level of theory: ωB97M-V/def2-TZVPD

Results
Highest occupied orbital energy (spin up / spin down) (eV): -16.779 / -16.779
Net charge: +3
2S+1: 1
E (hartree): -3953.5637
Lowest unoccupied orbital energy (spin up / spin down) (Ha): -0.400 / -0.400
Molecular weight (g mol⁻¹): 645.62
Frontier orbital gap (spin up / spin down) (eV): 5.90 / 5.89

XYZ file:
```
73
Properties=species:S:1:pos:R:3:forces:R:3:mulliken_charge:R:1
H -5.319 6.015 -2.926 0.24 -0.24 0.01 0.430
H 1.147 5.035 -0.862 -0.24 0.37 0.61 0.249
C -0.806 -1.730 -3.891 -0.13 0.34 -0.11 -1.180
N 1.207 -2.203 1.796 -1.45 0.73 -0.08 0.271
H 2.199 3.301 -0.477 0.38 -0.20 -0.16 -0.273
H -3.810 1.832 1.091 -0.13 -0.06 0.18 0.215
C 3.537 -0.908 3.062 0.05 0.05 0.11 -1.023
H 1.428 -3.040 -1.028 -0.05 -0.11 0.07 0.212
C 3.231 -0.276 -0.621 -0.50 -0.48 0.17 -1.256
H 2.762 -1.245 -0.427 0.26 0.08 0.02 0.089
H 3.910 -1.522 2.235 -0.15 0.13 0.18 0.379
H 4.009 -0.407 -1.382 -0.19 0.13 0.07 0.518
H -2.321 -1.812 2.267 -0.23 0.02 -0.05 0.321
C -3.045 4.177 -1.187 -0.12 0.45 0.11 -0.269
H -5.596 -0.633 -0.095 0.22 -0.18 -0.29 0.502
C -1.699 -3.289 -1.580 0.29 0.42 -0.03 -1.045
H 3.433 1.196 -3.150 -0.38 -0.11 0.18 0.507
C -4.679 4.016 -3.456 -0.03 -0.19 0.05 -0.808
C 0.297 5.035 -0.164 0.03 0.10 -0.49 -0.532
H 4.233 -0.087 3.239 -0.04 -0.16 0.01 0.360
H 1.153 -3.774 -2.616 -0.06 0.00 -0.07 0.502
H -3.084 -2.820 1.017 -0.13 0.00 0.08 0.359
C -4.030 0.852 1.526 0.41 0.17 -0.06 -1.150
H -2.697 -2.859 -1.579 -0.10 -0.01 -0.16 0.147
S -2.063 1.685 -1.596 0.84 0.05 -0.20 0.188
H -3.643 0.812 2.548 -0.02 0.08 -0.14 0.379
C 1.162 -0.899 2.222 0.89 -0.13 0.01 0.124
H -0.721 -2.648 -4.487 0.01 0.18 0.23 0.460
H -3.854 2.039 -3.704 -0.07 0.04 -0.19 0.485
H 1.912 -2.174 -2.466 -0.01 -0.02 -0.16 0.294
H -2.402 4.211 -0.318 -0.04 0.12 0.01 0.411
C -3.852 5.255 -1.538 0.35 -0.32 0.29 -0.816
H -1.672 -4.163 -2.224 0.02 -0.07 -0.10 0.540
H 3.699 0.083 0.301 -0.19 -0.08 -0.18 0.470
C -4.671 5.176 -2.669 -0.01 -0.12 0.01 -0.364
H 1.139 -4.185 2.489 -0.06 0.17 -0.02 0.373
H -0.495 5.764 -0.358 0.25 -0.32 -0.12 0.330
H 2.084 0.055 -3.473 0.11 0.30 0.04 0.316
H -0.096 -0.979 -4.266 -0.12 -0.25 0.02 0.319
C 1.749 -3.292 2.624 0.80 -0.53 0.04 -1.091
S -0.284 0.068 2.149 0.29 -0.16 -1.02 -0.535
H 1.760 -3.050 3.691 -0.13 0.07 -0.25 0.380
P -3.267 -0.456 0.491 -0.31 -0.56 0.57 0.565
H -5.115 0.702 1.537 0.24 0.02 0.10 0.493
C -3.036 3.017 -1.985 -0.14 0.77 -0.16 0.501
H -3.836 6.156 -0.925 -0.07 -0.25 -0.17 0.450
C 2.360 1.006 -2.996 -0.68 -0.06 -0.18 -1.417
H 2.760 -3.539 2.298 -0.09 -0.05 0.17 0.355
C 0.196 4.180 0.841 -0.52 -1.10 0.37 -0.457
H -1.484 -3.589 -0.558 0.12 -0.12 0.10 0.264
C -3.188 -1.907 1.607 -0.10 0.16 -0.13 -1.249
H 3.627 2.746 -1.409 -0.32 -0.20 0.16 0.469
H 0.995 3.479 1.138 -0.44 0.43 -0.27 0.296
Lu -0.675 0.081 -0.547 -1.10 -0.21 2.82 1.536
P -0.488 -2.013 -2.124 0.19 -1.67 -0.84 0.678
C -3.868 2.945 -3.116 -0.07 0.10 -0.52 -0.353
C -4.656 -0.780 -0.644 0.05 -0.10 -0.20 -1.221
H 2.075 0.673 2.954 0.19 -0.39 0.26 0.283
P 1.965 0.966 -1.202 2.47 0.10 -0.46 1.004
H -5.321 3.956 -4.335 0.18 -0.01 0.28 0.424
H -0.758 4.025 1.384 0.77 0.57 0.02 0.320
H -1.812 -1.306 -4.008 0.18 -0.17 -0.03 0.338
H 3.448 -1.504 3.978 0.19 0.16 -0.28 0.364
H -4.096 -1.952 2.208 -0.01 -0.18 0.02 0.418
H 0.339 -2.480 1.307 0.73 0.36 0.82 -0.033
H 3.420 2.245 0.282 -0.31 0.09 -0.24 0.407
C 2.881 2.460 -0.652 -0.44 0.62 0.37 -0.925
H -0.038 1.483 -1.558 -0.52 1.80 -1.22 -0.400
H -4.603 -0.062 -1.475 -0.18 -0.26 0.16 0.272
H -4.610 -1.804 -1.034 -0.11 0.29 -0.01 0.404
C 1.149 -2.837 -2.061 -0.18 0.13 0.12 -1.039
N 2.238 -0.307 2.732 -0.78 -0.29 -0.19 0.015
H 1.779 1.817 -3.458 0.20 -0.23 -0.04 0.449
```
Positions in Å, forces in eV/Å.

Formula: C20H46AlO12
Source: the Open Molecules 2025 dataset
Level of theory: ωB97M-V/def2-TZVPD

Results
Highest occupied orbital energy (eV): -5.094
Net charge: -1
2S+1: 1
E (hartree): -1934.7909
Lowest unoccupied orbital energy (Ha): 0.077
Molecular weight (g mol⁻¹): 505.56
Frontier orbital gap (eV): 7.19

XYZ file:
```
79
Properties=species:S:1:pos:R:3:forces:R:3:mulliken_charge:R:1
H 7.113 -1.247 0.960 -0.01 0.00 -0.05 0.424
C -5.576 1.871 -1.070 0.27 -0.32 0.03 0.033
H -5.855 -4.245 -2.745 0.37 0.52 1.08 0.424
H -5.911 -2.167 2.923 0.29 0.03 -1.08 0.351
H 5.432 6.583 1.321 -0.01 0.00 -0.04 0.399
C -5.418 -2.045 1.920 -0.02 -0.37 -0.58 -0.485
O -7.618 -3.616 -1.024 2.12 -0.96 1.65 -0.561
H -6.040 -1.394 1.230 0.57 -0.91 0.84 0.121
H -4.507 -4.607 -1.539 -1.00 0.85 -0.20 0.307
H 5.979 -1.202 2.321 -0.09 0.00 -0.06 0.260
C -5.415 0.018 -4.173 -0.93 0.07 -1.60 -0.354
H -6.319 -0.495 -3.704 1.31 0.56 0.10 0.249
H -1.572 0.461 -0.422 -0.05 -0.01 0.05 0.341
H 5.289 3.030 3.219 0.03 0.10 -0.01 0.337
O 5.099 -1.599 0.523 0.36 0.03 -0.06 -0.283
H -1.669 -0.106 1.251 0.07 0.03 0.00 0.200
O -4.484 -0.918 -4.669 -0.03 1.27 0.84 -0.479
H 6.007 0.142 1.161 0.11 0.06 0.02 0.193
H -3.267 -2.492 -4.056 -0.43 1.19 0.25 0.254
C 0.061 1.123 0.794 -0.32 -0.14 0.34 -0.548
H 4.412 -1.430 -1.384 0.03 0.00 -0.02 0.377
H 2.700 4.395 3.079 0.04 0.05 -0.02 0.330
H 6.295 3.335 1.787 -0.01 -0.09 -0.07 0.379
H -5.832 0.566 -5.087 0.56 -0.72 0.81 0.272
O -4.832 1.027 -3.330 -1.06 -0.41 0.45 -0.270
C 2.004 4.363 2.239 -0.17 -0.14 -0.14 -0.438
C 7.181 -4.057 0.332 0.15 0.00 -0.10 -0.710
O -6.219 -4.202 0.697 0.51 1.76 -0.27 -0.330
C 3.388 5.961 1.175 0.03 -0.31 -0.40 -0.536
H -7.247 1.475 -0.039 0.53 0.43 -0.50 0.315
O -4.016 -3.891 1.114 -2.43 0.94 0.80 -0.447
O 7.222 -3.176 -0.780 -0.24 -0.04 0.21 -0.380
H 8.134 -3.985 0.858 0.00 0.02 -0.11 0.244
H 3.221 6.569 0.279 0.03 0.03 0.02 0.383
H 2.761 1.005 1.339 0.11 -0.03 -0.10 0.140
H 5.212 5.085 0.400 -0.10 0.00 0.02 0.303
H -3.538 -1.879 -0.645 0.16 0.07 -0.04 0.114
H 0.337 -2.907 0.690 -0.03 0.06 -0.08 0.255
H -2.713 -0.899 -3.409 -1.19 -0.39 -0.46 0.194
C 4.873 5.643 1.279 -0.10 0.21 0.40 -0.479
H -5.781 -0.977 -1.502 -0.35 -0.05 0.09 -0.228
H -4.416 -1.552 2.056 -1.02 -0.66 -0.19 0.109
C 5.366 -1.600 -0.877 -0.35 -0.29 0.12 -0.457
H 2.018 -0.524 0.786 -0.02 0.03 -0.01 0.359
C 5.324 3.533 2.252 0.06 0.06 0.12 -0.882
H -5.223 0.909 -0.602 -0.15 0.88 -0.98 -0.072
C -6.469 -3.909 -0.683 -1.43 0.74 -3.11 0.274
C -5.148 -3.440 1.236 2.37 -0.70 -0.49 0.461
C 5.932 -2.936 -1.336 0.31 0.30 -0.12 -0.582
H 1.140 4.999 2.452 -0.01 0.00 0.12 0.348
H 3.049 6.540 2.041 0.09 -0.06 0.02 0.317
C 6.111 -0.942 1.270 -0.19 -0.02 0.05 -0.765
C -5.360 -3.898 -1.792 -0.32 -1.45 1.64 -0.459
O 2.613 4.778 1.023 0.21 0.13 0.30 -0.341
H 0.731 1.325 -0.050 -0.03 -0.07 0.02 0.346
H -6.883 1.330 -2.753 1.16 0.16 0.10 0.296
H -4.796 2.667 -0.893 -0.88 -0.71 -0.03 0.223
Al -4.592 -1.992 -1.865 0.37 0.29 -0.01 -0.404
H 6.380 -3.801 1.029 -0.04 0.01 -0.03 0.298
H -5.910 2.827 -3.031 0.17 -1.19 0.34 0.303
C -0.363 -2.126 0.993 -0.19 -0.15 -0.16 -0.541
C -3.653 -1.508 -3.623 0.73 -1.15 0.28 -0.310
O -0.374 -1.128 -0.016 0.18 0.20 0.39 -0.318
O 5.172 4.928 2.474 -0.12 -0.16 -0.25 -0.397
H -1.360 -2.567 1.087 -0.01 -0.03 0.06 0.101
H 1.659 3.336 2.114 0.00 0.06 -0.07 -0.051
O 0.807 0.725 1.945 0.19 -0.03 -0.22 -0.435
C -0.983 0.082 0.418 0.22 -0.04 -0.48 -0.321
O -6.797 2.266 -0.393 0.29 -0.18 -0.09 -0.573
H 5.246 -3.755 -1.093 0.00 0.09 0.06 0.328
H 4.528 3.129 1.622 0.00 0.04 -0.02 0.347
H 2.474 -0.322 2.485 -0.06 0.06 0.01 0.323
H 7.050 -5.086 -0.016 -0.06 -0.06 0.09 0.329
H -0.450 2.057 1.051 0.00 0.00 -0.04 0.410
H 6.043 -0.780 -1.141 0.03 -0.09 0.00 0.345
C 2.078 0.192 1.608 -0.07 0.04 0.15 -0.598
C -5.846 1.764 -2.625 -0.47 0.45 0.42 -0.399
H 6.052 -2.911 -2.424 -0.04 0.00 0.01 0.377
H -0.042 -1.730 1.959 0.02 0.06 0.01 0.339
```
Positions in Å, forces in eV/Å.

Formula: C20H46B3NO27PS7
Source: the Open Molecules 2025 dataset
Level of theory: ωB97M-V/def2-TZVPD

Results
Highest occupied orbital energy (eV): -3.979
Net charge: -1
2S+1: 1
E (hartree): -6079.3048
Lowest unoccupied orbital energy (Ha): 0.053
Molecular weight (g mol⁻¹): 1020.45
Frontier orbital gap (eV): 5.43

XYZ file:
```
105
Properties=species:S:1:pos:R:3:forces:R:3:mulliken_charge:R:1
O -5.036 1.049 3.050 -0.03 0.02 -0.13 -0.465
N -1.749 -4.000 0.650 0.17 -0.17 0.08 -0.725
C 8.386 3.376 -2.408 -0.31 0.33 0.04 -0.449
O -10.655 -0.499 -0.545 -0.17 -0.05 -0.31 -0.329
H -2.075 1.336 -2.914 -0.01 0.02 0.09 0.141
H -1.490 2.420 -0.194 0.42 -0.30 0.27 0.015
H 9.144 3.528 -3.171 0.00 -0.24 -0.04 0.314
H 4.285 -3.245 -0.249 -0.23 0.00 -0.08 0.251
C -11.855 0.015 0.035 0.04 0.24 0.36 -0.365
H 0.253 -3.517 0.995 -0.12 -0.10 0.02 0.028
H 3.839 -1.092 0.799 0.00 -0.04 0.00 0.221
H -2.643 -3.529 0.556 0.05 0.02 0.00 0.196
H 4.925 -6.638 3.585 0.12 0.18 -0.07 0.321
O 8.197 0.405 -0.620 -0.11 -0.06 -0.04 -0.648
H -1.754 -4.464 1.551 -0.11 0.05 -0.01 0.265
S -9.910 0.658 -1.374 -0.17 0.00 0.22 1.234
H -0.833 -2.181 1.311 -0.10 -0.13 0.06 -0.106
H 3.331 -6.312 1.765 0.02 -0.04 0.02 0.280
O -9.650 0.166 -2.680 0.04 0.02 0.06 -0.565
O 11.253 4.309 3.326 -0.11 -0.16 -0.11 -0.324
H 5.405 -2.509 -1.417 0.00 0.05 0.00 0.277
C 8.928 3.557 -1.005 0.23 -0.24 -0.37 -0.297
O 3.415 -2.085 -1.728 -0.09 0.08 0.11 -0.316
H -2.442 -2.716 -1.357 0.12 -0.38 0.10 -0.243
C -4.853 -0.085 -1.320 -0.27 0.53 -0.21 0.242
H -11.605 0.479 0.992 -0.05 0.03 -0.01 0.284
H 9.915 3.112 -0.896 0.03 0.05 -0.04 0.310
O 3.624 -3.117 1.844 0.01 -0.09 0.43 -0.331
C -1.459 -2.655 -1.819 0.43 1.36 0.08 -0.212
O -2.640 -0.100 -0.775 0.12 -0.07 0.22 -0.070
O -3.932 1.897 -3.560 -0.28 -0.17 0.34 -0.495
C -1.551 -1.452 -2.803 -0.03 -1.01 -0.13 -1.013
S 10.440 5.086 2.192 -0.10 -0.14 0.15 1.080
H -5.886 -0.393 -3.996 -0.03 -0.40 0.10 0.319
H -0.904 -0.639 -2.472 -0.14 0.07 0.02 0.262
H -13.012 1.776 -0.525 0.15 0.13 -0.01 0.299
H 8.187 3.695 4.326 -0.06 0.22 -0.10 0.337
H 10.293 4.656 5.114 -0.02 -0.01 0.00 0.288
S 3.266 -3.715 3.084 -0.12 -0.11 0.00 0.980
C 4.602 -1.113 0.025 -0.30 0.06 0.31 -0.256
C -3.084 1.442 -2.500 -0.04 0.30 -0.43 -1.431
O 8.976 4.729 2.707 0.06 0.23 0.21 -0.271
O 7.919 2.019 -2.439 0.23 -0.08 0.11 -0.372
C -0.362 -2.419 -0.768 -0.01 -0.68 0.35 -0.348
C 4.091 -5.965 3.767 -0.19 -0.14 0.31 -0.373
O 10.638 6.483 2.328 0.00 -0.01 -0.16 -0.551
H -5.567 3.092 -3.824 0.16 0.07 -0.11 0.226
O -4.732 0.677 -0.171 -0.19 0.35 0.33 -0.948
O 3.851 -0.220 -3.275 -0.13 0.14 0.00 -0.631
C 2.958 -6.157 2.779 0.25 -0.13 -0.35 -0.329
H -7.450 1.634 -2.573 -0.15 -0.23 0.14 0.308
O -6.541 -0.486 -3.291 0.32 0.70 -0.37 -0.576
O 10.666 4.424 0.954 0.35 0.26 0.21 -0.496
H -2.487 -0.968 1.964 -0.01 -0.02 -0.14 -0.114
B -6.131 0.290 -2.203 0.23 0.17 0.01 1.099
O 2.779 -2.941 4.164 0.00 0.09 -0.10 -0.597
C -12.347 1.039 -0.968 -0.21 -0.22 -0.22 -0.331
O 4.349 -0.032 -0.886 -0.54 -1.00 -0.36 -0.211
C -3.000 -0.989 -2.996 0.18 0.64 -0.66 -1.599
H -2.170 0.831 3.872 0.11 -0.44 0.13 0.291
O 8.010 2.823 -0.180 -0.17 0.12 -0.10 -0.204
H -6.304 -1.819 -0.368 0.01 0.21 -0.02 0.160
S -5.095 -1.923 -0.939 0.10 -0.25 0.05 -0.495
O -3.009 0.433 4.134 -0.14 0.82 -0.24 -0.658
B -3.855 0.360 2.998 0.27 -0.22 0.11 0.414
H -3.027 -0.483 -3.971 -0.30 -0.04 0.04 0.523
S 3.308 -0.509 -1.993 0.04 0.01 0.37 0.993
H -4.110 3.949 -3.233 0.01 -0.04 -0.01 0.337
C -0.657 -3.025 0.632 0.24 0.43 -0.16 0.040
S -3.396 3.823 1.189 0.13 -0.01 0.30 -0.534
H -3.677 -1.842 -3.075 0.07 -0.03 0.15 0.517
O -6.850 1.389 -1.859 0.74 -0.04 -0.48 -0.741
H -4.204 -1.263 1.647 0.08 0.03 -0.38 -0.048
C -3.442 -0.480 1.736 0.05 0.33 0.59 -0.474
H -1.451 1.897 1.954 0.16 -0.11 -0.15 0.013
O -11.161 1.675 -1.444 0.04 -0.04 0.22 -0.328
H 3.749 -6.079 4.797 -0.02 -0.02 -0.01 0.294
H 2.294 -6.973 3.049 -0.17 0.16 0.05 0.312
H 9.023 2.710 3.105 0.01 -0.01 0.02 0.233
O 4.505 -4.606 3.575 -0.02 -0.07 -0.25 -0.326
H -1.217 -3.566 -2.367 -0.39 -0.11 0.08 0.733
C 9.039 3.653 3.655 0.07 -0.46 -0.12 -0.285
O 6.034 1.559 -0.907 0.81 0.60 0.16 -0.520
H -12.566 -0.791 0.196 0.14 -0.14 -0.11 0.301
H 10.745 2.961 4.821 0.16 -0.01 -0.17 0.297
H 8.964 4.593 -0.696 -0.17 -0.03 0.13 0.347
P -2.353 2.140 0.886 -0.96 0.97 -0.58 0.260
H 7.538 4.035 -2.602 0.01 0.01 0.01 0.305
C 4.496 -2.356 -0.829 0.53 -0.02 -0.24 -0.204
H -12.846 0.559 -1.814 -0.02 -0.02 0.03 0.287
H -0.166 -1.358 -0.618 -0.17 0.02 -0.18 0.079
C -4.699 3.028 -3.161 -0.18 -0.01 -0.09 -0.623
C 10.362 3.868 4.362 -0.17 0.20 0.30 -0.308
O 2.009 -0.085 -1.612 -0.08 0.04 -0.35 -0.383
O -8.904 1.246 -0.578 -0.74 0.00 0.28 -0.481
O 2.250 -4.913 2.815 0.00 0.00 0.29 -0.303
H -3.031 2.216 -1.733 -0.21 -0.20 0.16 0.421
H 0.571 -2.853 -1.146 -0.01 0.09 -0.01 0.433
B -3.387 0.452 0.393 -0.16 -1.21 -0.45 1.511
C -3.446 0.057 -1.947 0.86 -0.89 0.55 0.922
H 5.584 -1.000 0.479 0.06 0.21 -0.18 0.273
H -4.941 1.877 3.537 -0.09 -0.24 0.15 0.277
H -1.153 -1.796 -3.765 -0.09 0.23 -0.06 0.606
S 7.447 1.559 -0.985 0.10 0.15 -0.04 1.239
H -5.085 2.913 -2.147 0.16 0.09 0.03 0.305
```
Positions in Å, forces in eV/Å.